[1]
Entry from the OMol25 dataset: a molecular structure, C39H97CuN6O16 at a distorted geometry (ωB97M-V/def2-TZVPD).

Calculated values
Frontier orbital gap (spin up / spin down), eV: 6.56 / 3.75
E_HOMO (spin up / spin down), eV: -10.08 / -10.08

```
! wB97M-V def2-TZVPD RIJCOSX def2/J DEFGRID3
* xyz 1 2
H 0.28989 1.70378 -4.36417
C 0.43384 -1.05894 3.05978
H -2.25365 -2.72486 4.00419
H -0.85398 2.78433 0.89986
H -2.06538 -1.11641 -5.22377
H -1.50888 -3.97996 0.90133
C 7.16068 -5.32824 2.34007
H 0.28908 -1.07533 1.97024
H -0.20604 -0.15256 -6.52030
C 2.98278 1.59160 -4.98727
C -1.35581 -2.59847 3.39951
H 2.80769 2.11116 4.13364
H 1.52549 1.61902 -0.35390
H -3.48941 3.72715 1.89485
C 3.07626 3.33649 -0.12440
N 0.63051 0.83975 -4.78923
H 2.76339 -6.11755 2.98269
C -0.62459 3.70472 -2.26548
H -0.71381 -3.46491 3.56261
H 1.05033 -4.16063 4.36159
H -0.03629 3.43169 -1.38344
H -2.84141 0.35291 4.84643
H 8.05033 -5.18165 1.73535
O -3.89075 -1.32244 -3.47906
O 5.37030 -1.00122 -0.17789
H 6.98545 0.06597 0.49699
H 3.86859 0.24650 0.41506
H -4.20300 -0.78041 5.02366
H -0.16015 4.38775 1.20591
C 4.40254 -0.64287 0.79348
H -1.24273 1.02652 -5.81278
C -3.32530 3.83217 0.81922
H 2.57300 -1.44985 1.57985
H -1.13057 -3.58403 -0.71418
H 1.02465 0.30888 4.62626
H -0.13015 -6.27208 1.99195
C -0.86033 -4.29197 0.08328
H 1.36172 2.37786 -6.04697
H 0.70404 -2.97141 0.40727
H -4.26385 4.67344 -0.89410
H -2.86633 0.22234 -1.72486
H -2.19639 -0.85838 1.13849
H -4.51278 -0.85862 0.43549
O 6.44310 -4.10493 2.21506
H 1.01947 4.05529 -3.29082
H -1.30533 3.75102 2.38288
O -1.24995 -5.60706 -0.28015
C -4.76705 -2.05296 -4.32982
H 1.84449 -7.58530 2.93328
H -2.05534 0.78534 0.41757
H 1.35294 2.88605 3.44891
C -4.43001 4.65334 0.19975
H -7.69480 9.91663 -0.96220
H -0.93923 4.73941 -2.12337
C -2.72429 0.08221 0.91721
O 2.35682 3.32772 1.08589
O 3.43036 0.41595 -4.33040
H -6.48135 8.74251 -1.45028
H 4.61065 -3.36346 0.79169
H -1.54234 -3.39169 -4.37653
C 4.63992 0.63427 -3.60491
C -1.05200 3.77165 1.32226
H -2.36411 1.22482 2.63190
H 1.62665 0.95777 1.81179
C 3.12439 2.99334 2.24322
N 1.03947 -4.55718 1.71213
C 0.82374 0.32784 3.55397
C -3.32088 -0.66593 -1.27474
C -3.78465 0.01114 4.40909
H 1.25679 -4.40517 -0.39348
H 1.25265 -1.73863 3.33292
H 3.52839 -2.89065 3.42171
H 4.06356 2.46978 2.06421
H -0.08762 0.94120 3.48418
H 7.31737 -5.56035 3.39544
H 3.32649 3.95863 2.72037
H -1.72026 -2.53160 2.36941
O 0.34295 -0.79663 -1.52722
C -6.78740 9.41082 -0.63702
C 1.65886 1.38415 -5.69706
H -4.08934 1.29081 2.07768
H 1.23356 -4.97618 5.90544
H 3.37673 2.33578 -0.45921
H 6.58889 -6.16072 1.91178
O -7.10528 8.68841 0.53021
H -5.36635 4.09658 0.28693
C 0.97435 0.24216 -1.23614
H 2.59983 -4.79796 4.85585
H 3.68401 1.83186 -5.78986
H 0.29749 -5.82342 -1.70700
H 2.84215 2.34983 -4.21056
H 2.39459 3.74076 -0.87598
C 0.91937 -6.01034 1.85889
C -0.96539 -2.86737 -3.61099
O 0.83547 0.95137 -0.09659
C -0.78085 -5.94592 -1.55644
N 3.92146 -2.97754 1.42405
C -5.71265 6.68070 0.22190
C -0.50128 0.26444 -5.55744
O -0.75272 -1.37211 3.73503
C -4.39811 -1.24084 -2.14923
H -2.31580 2.84967 -3.36293
H -2.46267 2.93524 -1.61993
C -1.76004 2.73116 -2.43229
N 1.94120 0.87171 2.77495
H -5.23246 -0.53071 -2.15080
C 1.52185 -5.01474 4.85485
H -1.42331 1.69560 -2.34968
H -4.76675 -1.54573 -5.30233
H 5.41473 1.03214 -4.26089
C -1.20236 -0.74452 -4.66772
H 6.86864 -0.12212 -1.23766
C 0.60180 -4.06240 0.42505
N -3.82040 -0.24889 0.02410
H -2.49232 -1.38441 -1.14806
C -3.21437 0.65347 2.23949
H -4.73947 -2.18750 -1.71869
H -6.41379 7.61228 2.02349
H -5.16268 8.59410 1.24074
C 5.29812 -4.11247 3.03180
H -4.47134 0.86706 4.43429
O -3.61171 -0.40624 3.07447
H -4.34580 -3.04893 -4.48003
N -4.56028 5.98008 0.76380
H 4.43755 1.37239 -2.82321
C 6.28119 0.07336 -0.34037
O -0.31579 -1.75627 -4.23905
H 4.92771 -1.93236 2.97317
H 4.70449 -5.00649 2.80306
H -5.98080 10.13345 -0.46735
H 1.28751 -6.53061 0.96333
H 2.92288 -1.92806 -0.11975
H -3.72049 6.51743 0.59502
O 0.17449 3.62761 -3.47352
H -0.97491 -6.99894 -1.75871
H -1.59125 -0.22869 -3.78627
H 5.84091 1.07131 -0.41931
H -6.61121 6.06957 0.24327
C 3.34139 -1.74579 0.86606
H 4.84256 -0.31401 1.73841
H 4.95273 -0.29684 -3.14176
O 1.83941 0.68527 -2.05336
C 1.73653 -6.50414 3.05428
O -2.06179 4.43810 0.56068
H -5.45072 7.02409 -0.78935
H -3.37113 2.85283 0.32421
H 5.57172 -4.15057 4.09496
H -5.82400 -2.03844 -4.06204
C -6.01813 7.93579 1.06034
Cu 1.60985 -0.80034 -3.63892
C 2.20774 2.23879 3.22632
O 1.21727 -6.27747 4.33573
C 4.43080 -2.89258 2.80209
H 1.99180 -4.25016 1.88745
H -1.30198 -5.35891 -2.32335
H 1.81502 0.76037 -6.57863
H -0.20752 -3.49475 -3.15602
H -1.68698 -2.51637 -2.87383
H 3.96499 3.96672 -0.03194
*
```

***

[2]
Entry from the OMol25 dataset: 3 unconnected molecules or ions with the total composition C28H50F5N5O6PS2 at a distorted geometry (ωB97M-V/def2-TZVPD).

Calculated values
Frontier orbital gap, eV: 6.51
E_HOMO, eV: -11.26

```
! wB97M-V def2-TZVPD RIJCOSX def2/J DEFGRID3
* xyz 1 1
C 1.13903 -0.55828 -4.21057
H 0.70538 -0.06972 0.25458
H 0.42950 1.17485 -5.28566
H 3.73669 1.13409 -2.58867
H -1.35332 -1.51604 5.93356
F -3.42271 1.31052 1.49539
C -1.49166 -0.50779 2.73578
H -1.57702 4.37352 4.36566
C -5.83451 -5.72109 -0.07575
H -0.83275 0.05472 -4.84232
H 8.26684 6.05569 -1.01229
H -0.15092 -0.16970 4.34009
C 1.41774 2.81503 2.20252
F 1.24222 3.72390 0.09066
O 5.96563 3.70049 -3.74181
C 5.92418 4.52889 -1.22002
F 0.79784 2.73629 3.39908
H 0.91639 -1.42800 -4.82675
N -2.88262 -2.03996 4.60379
H -4.18652 -2.39269 3.05647
C -1.74958 -1.42150 4.93239
C 0.45786 3.25378 1.07742
C -0.20556 1.38056 -3.25288
H -5.13588 -6.82956 2.79406
H -1.34426 -5.42992 0.13743
F -0.33460 4.27004 1.44871
C -0.87082 -4.68381 0.75512
N -0.31724 2.16311 0.50495
H -1.06564 -3.54435 -1.02595
H -6.51856 -7.64267 0.64153
C -0.94088 0.57697 -2.15990
O -4.91033 -3.67748 1.32418
H -7.59900 -6.79053 2.67197
C -0.41100 -3.53114 -0.15632
F 2.36752 3.76561 2.30643
H -5.58356 -5.23349 3.45687
O -0.61823 -2.26355 0.46360
H -2.49619 0.83159 -0.64476
H 8.45943 3.62252 -2.86465
C -1.07014 -0.65632 4.02673
H -0.19743 0.07354 -1.53708
H 5.42791 5.43204 -0.86965
H 2.84775 -0.38391 -5.52281
C -2.63156 -1.17148 2.36729
H -3.71325 2.16033 3.92501
H -1.95337 3.30222 -0.29425
S 6.41698 4.80294 -2.92853
H 1.12594 -0.86864 -3.16368
H 3.37870 2.76535 -3.14039
H -2.57560 1.90320 -2.01376
H -6.29620 -4.85964 -0.55506
H 5.23431 3.68879 -1.18132
H 9.33256 4.66476 -0.80758
H 0.60469 -3.66121 -0.54109
C 2.57305 -0.06482 -4.51307
N -2.36055 4.18010 3.74567
C 8.35506 4.97874 -1.16986
C -6.87483 -6.61121 0.61668
N -2.31599 2.07440 1.88223
H -1.53408 -0.22029 -2.61158
C -5.62704 -5.88015 2.58296
O -3.44806 -5.70986 1.09083
H -5.23935 -6.27218 -0.79956
C 0.52315 -0.35148 1.28364
C -7.04106 -6.09233 2.05077
P -2.44126 2.64221 3.56671
H -0.04417 -5.10698 1.32614
C -1.18013 2.60259 -0.61518
H -7.81801 -6.60466 0.07342
C 0.42612 -1.86588 1.30321
H 1.35132 -0.09520 1.94098
C -3.27168 -1.89197 3.34772
H 0.39775 -2.28360 2.31477
N -0.72070 0.28275 1.80261
H 7.41879 3.17904 -0.43080
H -3.02033 -1.10968 1.36502
H -0.61602 3.13541 -1.37387
O 2.68566 1.33780 -4.40196
H -7.58203 -5.14353 2.04048
H 0.76362 1.66965 -2.84425
H 7.12768 4.57838 0.59417
H -0.80413 2.25766 -3.50138
H 3.25904 -0.57495 -3.83338
H 4.64431 1.87636 -3.94609
H -1.47433 1.94446 4.30838
S -4.75479 -5.11288 1.22359
C 8.17755 4.65298 -2.64943
C -1.88031 1.43590 -1.31365
C -1.10947 1.46479 1.45004
C 0.08464 0.52491 -4.48262
H 8.70879 5.33284 -3.31111
H 1.37320 -2.20672 0.86353
H -1.58466 -4.25218 1.44474
C 3.66956 1.76992 -3.47968
H 1.94253 1.89919 1.93236
C 7.21687 4.25243 -0.44132
O 6.12006 6.16513 -3.27961
*
```

***

[3]
Entry from the OMol25 dataset: 3 unconnected molecules or ions with the total composition C3H12NO2 at a distorted geometry (ωB97M-V/def2-TZVPD).

Calculated values
Frontier orbital gap (spin up / spin down), eV: 2.82 / 7.58
ΔE to the lowest compared entry with this formula, charge and spin, eV: 3.3224
E_HOMO (spin up / spin down), eV: -2.50 / -7.43

```
! wB97M-V def2-TZVPD RIJCOSX def2/J DEFGRID3
* xyz 0 2
O 2.71698 1.79502 0.40300
C -1.10065 0.00918 -0.73890
H -1.62048 1.53431 -2.07163
N -0.69880 -1.14316 1.31609
H 0.32821 -0.89864 1.10279
H -2.68121 -0.48904 0.77120
H 2.24788 0.13391 0.61609
H -3.10450 0.65969 -1.45076
H 3.27138 1.84417 -0.40100
C -1.97293 0.65792 -1.75640
C -1.59423 -0.54306 0.37979
O 1.91949 -0.76995 0.56613
H 2.71189 -1.36156 0.62780
H -0.98555 -1.25044 2.26745
H 3.25990 2.08717 1.15895
H -0.69180 -2.11673 1.04002
H -2.03197 0.03021 -2.67044
H 0.02641 -0.17903 -1.16017
*
```

***

[4]
Entry from the OMol25 dataset: a gas-phase ion, C9H15Cl2N2O5S (charge -1) at a distorted geometry (ωB97M-V/def2-TZVPD).

Calculated values
Frontier orbital gap, eV: 7.43
ΔE to the lowest compared entry with this formula, charge and spin, eV: 0.0000
SMILES: NC(=O)CCN[C@](Cl)(CCCCS(=O)(=O)Cl)C(=O)[O-]
E_HOMO, eV: -4.64

```
! wB97M-V def2-TZVPD RIJCOSX def2/J DEFGRID3
* xyz -1 1
C -3.33308 0.80597 -0.14205
C 0.38516 -0.61277 -2.10911
C 2.36607 -1.28894 0.56415
O 0.97897 -1.55277 -2.66969
H -2.65239 0.84770 -0.98558
N 1.10256 -1.73296 0.02776
C -1.87433 -0.99678 0.97065
O -5.08184 2.77104 -0.57233
H 1.21836 -2.50486 -0.60969
C 3.72703 0.78638 -0.14387
S -3.84457 2.53170 0.09601
H 2.24915 -0.67961 1.45073
O 3.69281 1.64799 -1.00220
Cl 0.38236 0.87768 0.17072
C -2.64866 0.32155 1.12707
Cl -2.39621 3.60215 -0.88905
H 4.81511 1.81615 1.12267
O -3.78994 2.89116 1.47002
N 4.08968 1.11527 1.16868
H -1.99937 1.09197 1.51636
O -0.14152 0.39063 -2.63605
C 0.21609 -0.75058 -0.55228
H 4.30479 -1.18735 -0.37584
H -1.81346 -0.92142 -1.24356
H -4.23830 0.26331 -0.38075
H -1.06963 -0.97428 1.70140
C 3.35791 -0.64509 -0.45123
H -2.46876 -1.86533 1.23826
H 2.85735 -2.19419 0.92177
H 4.36844 0.30790 1.70855
H -1.14627 -2.33491 -0.49682
H -3.41710 0.16138 1.87847
C -1.23175 -1.25735 -0.39280
H 3.03534 -0.73072 -1.48037
*
```

***

[5]
Entry from the OMol25 dataset: a molecular structure, C7H9ClF2NO13V at a distorted geometry (ωB97M-V/def2-TZVPD).

Calculated values
Frontier orbital gap (spin up / spin down), eV: 7.33 / 2.45
E_HOMO (spin up / spin down), eV: -13.02 / -13.02

```
! wB97M-V def2-TZVPD RIJCOSX def2/J DEFGRID3
* xyz 1 4
H 1.74136 -1.73667 -0.38048
H 2.46066 -2.42696 1.06507
H 0.30699 3.27333 0.91447
O -1.52019 1.74386 -1.04626
O -1.30768 -4.64849 -0.42932
O 3.04391 0.42566 -0.10664
O -0.18304 -0.10389 -1.58062
C 1.13516 4.72725 -1.65882
C -0.46025 -4.50379 0.62951
O 0.92640 5.47418 -2.65636
F 1.78288 4.67202 1.28542
O -0.73073 0.43140 0.73196
F -3.08200 -3.78812 1.59903
C 1.05514 3.89520 0.42288
H 1.29801 2.12511 -0.53760
H -3.21126 -3.72704 -0.86568
C 2.08191 -1.50294 0.62823
O 0.44359 4.80015 -0.51968
O -0.88417 -3.40255 1.31849
O -2.37867 -0.20911 -0.74157
O 4.10994 -0.59629 1.48680
N 3.18534 -0.48722 0.65319
O 2.05896 3.74855 -1.59722
O -4.34348 1.30611 0.73380
H 1.22860 -1.17997 1.22460
O 0.43731 -5.26540 0.92411
C 1.86834 3.04636 -0.41877
H -2.47675 -2.06804 0.98741
H -1.82831 -2.73308 -1.18146
C -2.18216 -3.55031 -0.55295
H 2.80872 2.83541 0.09044
Cl -1.14735 0.46733 -0.65244
C -2.18800 -3.11317 0.87590
V -4.04934 2.07100 -0.64559
*
```

***

[6]
Entry from the OMol25 dataset: 2 unconnected molecules or ions with the total composition C5H15NO2 at a distorted geometry (ωB97M-V/def2-TZVPD).

Calculated values
Frontier orbital gap, eV: 9.53
ΔE to the lowest compared entry with this formula, charge and spin, eV: 1.5335
SMILES: CN(C)CCCO.O
E_HOMO, eV: -8.82

```
! wB97M-V def2-TZVPD RIJCOSX def2/J DEFGRID3
* xyz 0 1
H -0.86129 -2.54254 -0.96081
H 2.02167 0.94427 -0.92730
H 0.20855 2.58770 -0.65962
O -0.29729 2.14501 1.21161
H -0.07730 -1.70636 -2.33279
H 1.83120 -1.85557 1.37034
C 1.25967 -2.41363 0.62185
H -0.17332 -0.42784 0.75687
C 1.37549 0.78204 -0.06063
H -0.32817 -0.07542 -1.00372
H 2.06852 0.50595 0.74887
C 0.36611 -0.32036 -0.19344
H 0.07909 1.78576 2.01453
N 1.02097 -1.61665 -0.55359
H -2.83968 1.03890 0.15795
H -3.96907 1.84545 0.75876
C 0.09745 -2.32030 -1.44769
H 1.53266 2.83726 0.40534
H 1.87757 -3.29793 0.46667
H 0.34294 -2.80738 1.09403
H 0.55919 -3.22090 -1.86686
O -3.71501 1.41293 -0.08613
C 0.69580 2.13946 0.21197
*
```

***

[7]
Entry from the OMol25 dataset: 2 unconnected molecules or ions with the total composition C9H16O3S2 at a distorted geometry (ωB97M-V/def2-TZVPD).

Calculated values
Frontier orbital gap, eV: 8.70
ΔE to the lowest compared entry with this formula, charge and spin, eV: 4.3861
E_HOMO, eV: -8.04

```
! wB97M-V def2-TZVPD RIJCOSX def2/J DEFGRID3
* xyz 0 1
H 1.45146 -0.74413 -1.83533
H 0.20613 3.34577 -2.68041
S 0.51433 1.70094 0.65315
C -0.64842 0.72041 -0.31382
H 2.11565 -0.75463 0.30028
C -2.04311 1.36119 -0.16325
C -1.11394 -1.72347 2.69635
C 1.89090 -1.68237 0.78549
H -2.34509 1.63735 0.89339
S 0.04491 1.13054 -1.86121
H -2.88180 0.84062 -0.67802
H 2.64253 -2.41037 0.85188
H -1.82280 -1.61186 0.67391
O -0.79736 0.90252 -3.00887
H 1.84573 2.79443 -2.06387
C 0.65952 3.25653 -0.38353
H -1.83062 -1.14982 3.09200
H -0.74217 -3.92891 0.25439
H 0.39869 -3.48103 1.69708
C -1.12698 -2.10157 1.46279
H -2.04371 2.25100 -0.79753
C 0.86837 2.85099 -1.81689
C -0.16532 -3.09021 0.78198
O 1.46268 0.27619 -2.00496
H 1.49320 -1.60269 1.84573
H -0.37130 -2.11192 3.36294
H 1.39659 4.07345 -0.10031
C 0.75237 -2.29789 -0.06523
O 0.58155 -2.13693 -1.26957
H -0.39201 3.68586 -0.30855
*
```

***

[8]
Entry from the OMol25 dataset: C3H2FNOS in the gas phase (ωB97M-V/def2-TZVPD).

Calculated values
Frontier orbital gap, eV: 9.27
ΔE to the lowest compared entry with this formula, charge and spin, eV: 0.0345
SMILES: Fc1ncoc1S
E_HOMO, eV: -8.68

```
! wB97M-V def2-TZVPD RIJCOSX def2/J DEFGRID3
* xyz 0 1
H 0.56865 2.25131 1.07336
C 0.87208 -0.33865 -0.67009
O -0.58215 0.58614 0.65856
C -0.35607 -0.51947 -0.13029
F 1.50661 -1.15522 -1.50289
N 1.42998 0.83798 -0.26776
S -1.54265 -1.79639 -0.24814
C 0.53464 1.34156 0.51632
H -2.43110 -1.20727 0.57094
*
```